DFT (the ωB97M-V functional and the def2-TZVPD basis) results for a molecular structure, C28H76CrF12N8O19S4.

Geometry (Å):
O  -3.7309  -2.9967  7.0387
H  -0.0442  -8.0000  1.2098
F  1.2570  -4.3275  -4.0582
C  -1.1111  -2.0939  5.4970
H  -4.0683  5.3826  -6.6327
C  0.4555  3.0082  -0.7941
O  4.2118  7.9063  -3.2786
N  0.4571  0.0098  -1.1046
O  -1.0096  0.8543  0.9657
O  1.5334  0.6779  -3.7430
H  -3.1502  2.6343  0.6241
F  0.2987  -2.4926  1.6400
H  -1.0916  -2.8209  -1.8537
F  0.9476  -5.6010  -2.2905
H  -6.2963  -0.0826  0.7118
O  3.2406  2.8406  -3.5759
H  5.0688  7.6318  -1.4569
H  1.8327  -2.1487  4.0923
N  4.3254  -6.4484  2.7259
H  -1.9179  -2.6596  7.9198
H  -4.0156  0.0859  -2.2206
F  4.3413  -0.8814  -0.8968
C  4.1476  8.0675  -1.8438
H  -1.5860  -2.8715  4.8988
F  2.8911  -5.5192  -3.2776
C  -5.4712  0.3157  0.1213
H  -5.6864  1.6422  2.7280
S  1.4299  1.3779  -0.4139
N  -1.4859  -0.1420  6.7788
F  0.6975  3.8604  0.2330
C  2.9826  7.4017  0.2569
H  -2.1947  7.4844  -3.6714
O  -4.6687  -0.7982  -0.2768
C  -4.5410  1.3271  0.9508
H  0.0610  8.4953  -3.8781
C  2.6944  -2.7299  4.4204
H  -2.5531  -5.0579  -1.8669
O  -3.3621  0.7790  -2.3142
F  6.0631  -1.4223  -2.1253
H  2.0218  8.0469  -1.4254
H  4.3173  -5.0289  1.2841
H  -3.3939  1.2526  -1.4830
H  2.0216  -4.2070  1.9773
H  5.5231  8.3474  -4.8637
H  3.7834  6.8306  0.7267
C  -1.7056  5.3286  -4.1731
N  -0.9430  6.5797  -2.3243
C  5.3506  8.5736  -3.8115
C  -2.0393  -6.5136  0.1586
C  -2.7313  -2.0838  7.4783
H  -3.3263  -4.5436  1.3263
H  2.0119  7.2439  0.7269
H  -1.1146  -4.5925  0.4650
H  -0.3866  -2.6306  6.1095
O  -2.2167  5.4031  -5.5184
H  2.3034  6.2832  -2.5584
C  -0.4681  -8.3063  0.2535
H  3.3835  -2.0133  4.8674
F  0.8409  3.4531  -1.9629
H  -0.9321  4.5731  -4.0358
H  -3.7729  0.7493  1.4648
C  -4.0460  -4.0121  8.0091
H  -5.9161  2.8133  1.2638
O  3.4459  -1.3099  -4.6022
H  -3.2066  -4.7022  7.9235
H  -2.1861  -6.6183  1.2336
O  1.6807  1.3710  1.0077
O  4.3842  -3.2932  -3.5255
H  2.1301  -7.1546  1.6597
F  4.9012  0.3182  -2.6610
C  -5.5315  -1.8388  -0.7798
O  1.2082  -3.4583  -0.7208
H  -3.8394  6.6635  -5.3631
H  -0.2253  7.7797  -5.3550
C  -3.6196  5.6421  -5.6738
F  1.9953  -1.3190  1.0840
S  2.3114  -3.3415  -1.6910
C  3.5679  -5.5509  1.8790
H  -2.5398  5.0698  -3.5210
H  1.9885  -5.9585  0.4250
C  2.7234  -6.5053  1.0158
C  4.8230  -0.8971  -2.1357
H  4.0237  -0.3662  1.9990
C  -3.2695  -4.2385  0.2814
C  2.7001  -4.5851  2.7420
H  -4.6046  2.9013  2.3949
H  -2.9444  -0.9424  5.6214
F  -0.8853  2.7292  -0.8135
O  -0.8137  -7.0717  -0.3238
C  -1.9469  -4.9874  -0.1176
H  -4.1490  -3.7796  9.0690
H  -3.0058  -1.3136  8.1990
N  2.7106  6.0104  -1.6753
H  1.9016  5.7353  -1.1369
N  -3.8313  2.1690  0.0412
C  -0.1295  7.5099  -4.3033
H  -3.0182  -3.1780  0.2687
H  -4.9843  -4.5030  7.7511
H  2.8448  3.5273  -4.1125
H  2.0739  -5.0702  3.4909
H  -0.6554  -1.4016  4.7892
H  2.2960  -3.2902  5.2662
H  1.3117  1.0114  -4.6124
H  2.2863  1.2019  -3.4697
F  0.6845  -0.6718  2.5758
H  -4.2015  -4.5075  -0.2157
H  -1.4882  5.9010  -1.8122
H  -2.9634  -6.9005  -0.2708
H  -6.0350  0.7678  -0.6947
C  0.7545  -1.2803  1.4612
H  4.1570  9.1217  -1.5671
H  3.3869  -6.9546  0.2769
C  -2.1488  -1.2922  6.2794
H  -4.1339  5.1292  -4.8611
C  -5.2683  2.1996  1.8897
H  5.3589  9.6467  -3.6201
H  -4.8308  -2.5475  -1.2212
C  -1.3395  6.8086  -3.6603
H  0.0233  6.3025  -2.4210
O  2.6139  1.4284  -1.2831
Cr  0.5299  -0.8501  -2.8925
C  1.8250  -4.8291  -2.9711
H  3.3162  8.4222  0.4450
O  -1.4722  -1.2591  -0.2223
O  3.3427  -3.4780  3.4123
H  4.4268  0.5861  3.1046
H  -1.3784  -8.9020  0.3209
H  -6.0018  -1.4830  -1.6965
H  6.2708  8.1330  -3.4279
S  -0.4486  -0.3138  0.2199
N  -1.6852  -4.6779  -1.5168
S  3.6412  -2.0218  -3.3423
H  -4.2952  2.9041  -0.4731
H  -1.2909  -2.7994  -3.3542
N  2.0856  -2.0246  -2.5329
O  4.5522  0.4130  2.1716
H  -0.6161  -0.3069  7.2650
O  -0.7676  -2.4086  -2.6545
H  -1.0508  -5.3836  -1.8627
H  -6.2775  -2.3552  -0.1756
H  4.8328  -5.8960  3.4022
C  2.8760  7.4143  -1.1839
O  3.6252  -3.6208  -1.0505
H  4.9671  -6.9046  2.0933
H  -2.0730  0.3272  7.4535
H  4.1792  3.0268  -3.6018
H  0.1227  -8.9586  -0.3896
H  0.7547  6.8940  -4.1392

Results
Spin multiplicity: 4
Total energy, Eh: -6814.99981
Kohn-Sham gap (spin up / spin down), eV: 3.45 / 5.08
Net charge: +1
HOMO energy (spin up / spin down), eV: -10.5 / -10.5
LUMO (spin up / spin down), eV: -7.09 / -5.46


DFT (the ωB97M-V functional and the def2-TZVPD basis) results for a molecular structure, C28H77AsF6N7O7.

Geometry (Å):
H  3.7801  1.3593  -6.5951
C  1.2376  4.3798  -5.6403
N  -2.3682  -2.9361  -4.9318
H  -7.1077  2.7235  3.8082
H  -1.6200  -6.3597  -2.2553
C  -0.5702  -3.4929  -6.4440
H  -0.5557  4.9747  -4.6503
H  0.0164  -4.2080  -7.0209
H  -7.3022  2.4553  6.9068
H  -7.5120  4.0887  -1.2475
N  6.1467  0.5440  1.6622
C  4.0680  -7.3494  3.1658
N  0.5940  4.4491  -6.9130
H  3.4968  -5.8116  4.7059
F  -0.6908  0.2367  1.2471
H  4.4446  2.2336  -5.2160
C  0.1980  4.1959  -4.5337
O  3.2565  3.3717  -6.4777
C  -1.7252  -4.0621  -5.5723
H  -2.0471  -2.7961  -3.9845
H  -0.7525  -4.6595  -3.7561
H  -9.4471  0.8980  -1.7249
H  7.0480  1.8094  -1.4335
H  1.3605  4.1577  -7.5027
C  2.3075  -5.5460  2.9699
H  1.6389  -6.4025  3.0563
H  2.0773  3.1602  6.1790
C  -7.1250  2.4264  -2.4811
H  -6.7932  4.5464  -2.7957
N  -5.9806  1.8991  -3.2333
H  -9.4689  -0.6079  -2.7206
H  -1.5305  -7.6480  -3.5200
H  7.1026  -1.5087  0.2690
C  -5.3119  1.2792  5.3775
H  2.7967  4.0090  3.2388
H  -2.4148  -4.4906  -6.2996
H  6.2432  -0.4609  1.6938
F  1.2340  -0.0010  -1.7665
H  2.5083  -5.2697  1.9348
H  -4.8080  0.6676  4.6291
H  -0.2346  3.1963  -4.5734
H  5.1874  0.5101  1.3480
O  -2.4447  -5.8399  -4.1146
C  4.6331  -8.5188  1.0691
C  -7.1600  1.3757  6.8586
H  5.8244  -0.8012  -0.7806
H  3.1874  -0.5049  5.4525
O  6.9307  3.2041  0.0946
C  -2.1141  -6.8245  -3.1085
C  -6.0861  3.1033  3.7945
H  -5.6886  2.5566  -3.9421
H  7.5175  -0.5691  -1.1521
H  -5.5439  2.5760  3.0095
H  4.4027  4.4929  3.8635
H  -7.3345  1.8058  -1.6099
H  -1.9597  -2.1454  -5.4093
H  3.8203  -9.2449  1.0588
C  6.8054  -0.6484  -0.3307
C  -6.7629  3.8132  -1.9898
H  -9.2272  2.9495  -2.9810
H  -5.1969  1.6731  -2.6375
H  -6.1345  4.1654  3.5543
H  1.7741  2.3031  -5.7230
H  4.9810  -8.1823  0.0924
H  5.4966  -5.0616  3.7241
H  0.3722  1.1953  7.0418
H  -10.5672  0.7023  -3.0258
H  1.9411  0.9728  8.0136
H  0.9939  -0.2782  7.1634
C  2.2091  3.2859  -5.5414
H  4.7779  -5.4065  2.3151
O  -6.6197  0.7847  5.7128
C  2.2257  0.9425  5.8662
H  5.0586  2.5169  -6.8627
H  0.6318  4.3457  -3.5451
H  1.4495  2.6789  4.6961
C  -1.2974  -5.1271  -4.5761
H  0.0342  -2.8157  -5.8405
H  3.3425  -8.1178  3.4331
F  1.8069  -0.2803  0.6885
H  7.3953  4.2294  -1.6541
H  5.0073  -7.6268  3.6442
O  3.5336  2.7637  4.7575
O  4.3160  -7.3300  1.7543
N  -3.8812  3.1696  4.7314
H  6.9059  5.2874  -0.3094
C  3.4377  4.0553  4.1191
H  -4.7254  1.1288  6.2838
H  7.9235  0.8474  0.6838
H  -2.9471  -7.3038  -2.5942
H  -6.7696  0.9139  7.7655
H  1.8450  5.2596  -5.4281
H  -5.6059  3.4215  5.8898
F  -0.1033  -1.5605  -0.3667
H  -8.0494  3.1179  -4.2577
C  -5.2538  2.8138  5.0562
H  -3.8187  4.0620  4.2626
H  3.0355  4.8097  4.7952
H  -3.6182  2.4785  4.0434
N  3.5066  0.3200  5.9402
H  -8.1743  0.9796  6.9079
C  6.5571  1.9208  -0.4667
C  1.3626  0.7465  7.1179
H  0.0242  3.6161  -6.8742
H  5.4849  1.8798  -0.6589
As  0.2697  0.1571  -0.2756
C  4.1670  2.3238  -6.2662
F  -1.2132  0.6259  -1.1336
H  -0.5956  -5.8121  -5.0519
H  1.8480  -4.6936  3.4704
C  2.2723  2.4518  5.3739
H  -1.0429  -2.8685  -7.2021
C  -9.5430  0.4796  -2.7268
C  6.8776  0.7027  0.4133
F  0.7089  1.8757  -0.0853
H  5.7237  4.3111  -1.1611
O  -8.6891  1.1054  -3.6886
C  3.6197  -5.9418  3.6307
H  1.6865  0.3831  5.1017
H  5.5049  -8.9341  1.5747
C  -8.3272  2.5017  -3.4026
H  -5.7192  3.8006  -1.6758
H  3.6119  -0.1430  6.8316
H  2.6160  3.2762  -4.5302
C  6.7460  4.3188  -0.7832
N  4.6338  -4.9594  3.2091

Results
Spin multiplicity: 1
Total energy, Eh: -4857.87998
Relative energy (zero: lowest compared OMol25 entry of this formula, charge and spin), kcal/mol: 111.4
Kohn-Sham gap, eV: 9.38
Net charge: -1
HOMO energy, eV: -7.2
LUMO, eV: 2.22


DFT (the ωB97M-V functional and the def2-TZVPD basis) results for a molecular structure, C28H77N7O11SSr2.

Geometry (Å):
H  4.1167  1.6489  2.7471
H  1.1432  -2.7052  7.8897
O  -1.4019  3.5879  -5.3572
H  -0.6736  2.4288  2.1910
H  -3.1108  3.3071  -4.2808
C  0.4043  -2.8580  -4.7370
H  -3.6038  0.7433  -2.4120
H  -2.7524  2.6317  1.1915
C  -1.9708  4.4245  3.1330
H  -1.8760  -4.4393  -0.3522
N  3.2906  2.3719  0.1583
C  1.4907  -1.9260  4.0937
H  2.8554  -0.7404  -1.0870
H  3.9114  -1.8977  -1.8575
H  -1.2840  4.7619  3.9136
H  -0.6217  -2.8395  7.7953
H  -4.0931  3.2447  2.0657
N  -0.2718  4.7368  -2.9526
H  -3.4070  3.8725  -1.8388
H  -2.5908  -2.5057  -4.3118
H  1.7809  -3.2112  -2.4876
H  -2.7984  2.7654  4.2301
H  2.0367  -3.1535  5.7578
S  -0.0014  1.2249  0.0916
H  -2.9842  0.1199  -3.9276
O  -1.3690  0.6908  0.0498
H  7.0351  0.7422  2.6210
C  -3.2492  2.5531  2.1651
H  -0.2547  -3.8369  2.2008
O  -3.7597  1.2182  2.2512
C  0.6888  -4.2560  0.3878
H  2.8276  -1.6162  -4.0165
C  -2.2874  2.9398  3.2832
H  -5.7394  -3.5224  -5.5771
H  -3.1935  -3.4964  -3.0010
H  2.6533  4.8640  1.3407
H  -5.2079  0.0671  3.0618
H  -0.2315  2.0742  -4.5773
H  3.4973  -1.1120  3.9238
H  -1.9989  4.0844  -0.8258
H  1.2190  -0.2882  2.9910
H  1.2924  0.5120  -2.7105
H  -1.7876  -0.5981  -1.5075
C  -2.2223  3.9599  -4.2788
C  -4.7131  -3.4594  -5.2273
C  4.8015  2.2649  2.1272
H  0.8049  -5.3224  0.6323
H  -0.4622  -3.4079  -5.1063
H  1.1893  -3.6329  -4.7300
C  -3.3932  -2.5522  -3.5568
C  -2.4140  4.3200  -1.8102
H  0.9151  0.0000  4.5981
Sr  1.5005  3.5809  -1.3125
H  -0.6447  1.9714  -6.3041
N  1.6694  0.0464  -3.5187
H  -0.9931  -2.1297  -0.1281
H  4.7482  3.8473  0.7497
N  0.7246  -0.6217  3.8146
H  -0.5264  5.6946  -2.7129
H  -5.7284  1.6856  2.7334
H  -1.2825  -1.7510  -2.5534
C  2.8579  -1.8686  3.4448
C  -4.8827  1.1054  3.1169
H  -4.1141  -1.7451  -1.8014
H  -2.8688  5.0290  3.3114
H  0.9254  -1.9052  -1.6496
C  3.3343  -0.9872  -2.0430
H  -1.1980  2.8625  -2.7566
H  0.1881  -1.2482  7.8870
C  1.2811  -2.2395  -2.6302
H  3.5146  4.5661  2.8110
C  -1.7741  -4.4097  0.7309
H  3.8302  -3.4103  0.5246
H  6.6510  -0.2503  1.1948
H  0.9115  -2.7023  3.5888
H  2.9531  -4.3309  -0.7311
H  4.0453  -0.2045  -2.3121
H  -4.6722  -0.1346  -3.5486
H  0.3626  -1.9411  0.7547
O  5.5859  1.4600  1.3126
O  -4.6804  -2.6541  -4.0941
H  5.5126  -0.2143  2.5560
H  4.0348  1.7648  -0.2082
C  -3.3201  -1.4661  -2.5085
N  -2.0103  -1.5211  -1.8721
H  5.3927  2.8636  2.8382
O  0.0158  2.6916  0.4353
C  -1.0131  2.2629  -5.3232
H  -4.0537  -3.0780  -6.0135
Sr  -1.5202  -0.3078  2.3105
H  -2.6114  4.9640  -4.4725
H  2.8219  -1.6407  2.3791
O  0.7200  0.4828  1.1499
H  -2.5537  5.4083  -1.8460
N  -1.0279  2.1629  3.1119
N  -0.6218  -2.2302  0.8315
H  -1.8633  1.5943  -5.1242
C  -1.5226  3.8952  -2.9506
C  -3.6771  -0.1027  -3.1016
H  2.7271  1.7263  0.7322
C  1.5635  -2.1786  5.5657
H  -4.6638  1.4115  4.1395
C  0.2349  -2.2608  7.4671
O  0.2613  -2.2139  6.0749
O  0.1356  -2.3799  -3.4270
H  2.1945  3.4905  2.4061
H  -4.4142  -4.4952  -4.9950
C  6.2320  0.3749  1.9780
C  4.0154  3.1824  1.2211
H  3.2337  -5.0570  0.8464
H  2.2369  -1.4329  6.0258
H  -0.3406  2.5582  3.7494
O  0.7320  1.1777  -1.1934
H  0.0596  4.7665  -3.9230
C  3.0173  -4.1063  0.3423
H  -2.6312  -3.8626  1.1322
O  1.8116  -3.5406  0.8051
H  0.7016  -2.0649  -5.4258
H  0.5016  -4.1466  -0.6920
C  -0.5024  -3.7119  1.1440
H  -1.8200  -5.4094  1.1625
H  0.8808  -0.1590  -4.1237
C  2.3091  -1.2104  -3.1447
H  3.4115  -2.8057  3.5671
H  -1.5659  4.6675  2.1519
C  3.0282  4.0520  1.9772

Results
Spin multiplicity: 1
Total energy, Eh: -2783.32038
Relative energy (zero: lowest compared OMol25 entry of this formula, charge and spin), kcal/mol: 0.0
Kohn-Sham gap, eV: 7.71
Net charge: +2
HOMO energy, eV: -12.9
LUMO, eV: -5.18


Sequential M output: 1237.2 812.9 895.3 g mol⁻¹